# 1
Formula: C27H48F13IO3S
Source: the Open Molecules 2025 dataset
Level of theory: ωB97M-V with the def2-TZVPD basis set

Kohn-Sham gap: 7.6905 eV
SMILES string: O=C1O[C@@H](CCC(F)(F)C(F)(F)C(F)(F)C(F)(F)S(F)(F)(F)(F)F)[C@@H](I)O1.CCCCCC.CCCCCC.CCCCCC
HOMO: -10.43 eV

Last column: Löwdin charge in e.
Positions of all 93 atoms, in Å:
I  -3.506  -2.330  -1.333  0.877
S  5.667  -4.264  -2.619  1.081
F  7.027  -4.909  -1.733  -0.195
F  3.574  -2.895  1.635  0.035
F  4.341  -5.634  -0.697  0.018
F  5.750  -3.859  0.022  0.018
F  2.327  -4.160  -1.731  0.016
F  2.036  -0.722  0.758  0.000
F  6.674  -4.318  -4.025  -0.181
F  4.428  -3.689  -3.618  -0.169
F  0.813  -2.351  1.987  -0.013
F  6.293  -2.695  -2.303  -0.177
F  5.166  -5.887  -2.922  -0.184
F  3.499  -1.962  -1.468  0.053
F  2.033  -4.555  0.908  0.020
O  -0.506  0.855  -2.265  -0.049
O  -0.012  1.861  -0.093  0.048
O  -2.077  0.382  -0.456  -0.087
C  1.450  -2.109  0.635  -0.173
C  -10.437  6.399  3.756  -0.273
C  3.352  -3.347  -0.966  -0.099
C  2.638  -3.224  0.521  -0.095
C  12.836  -6.014  -1.439  -0.230
C  -2.303  -0.523  -1.631  -0.632
C  4.722  -4.210  -1.031  -0.196
C  -0.876  -0.590  -2.415  -0.240
C  12.867  -8.518  -0.976  -0.117
C  -5.102  1.884  -1.122  -0.260
C  -0.837  1.098  -0.823  -0.243
C  12.940  -7.422  -2.030  -0.275
C  10.219  -4.933  -2.766  -0.111
C  -11.345  7.269  2.901  -0.116
C  -7.616  7.633  3.213  -0.273
C  10.259  -5.878  -1.575  -0.272
C  0.425  -1.347  -1.813  -0.111
C  -6.781  4.076  0.346  -0.270
C  -9.626  7.201  4.778  -0.228
C  -5.453  0.627  -0.342  -0.140
C  -8.652  8.221  4.174  -0.227
C  -5.448  3.517  0.851  -0.221
C  -6.613  5.282  -0.568  -0.112
C  -6.687  6.628  3.880  -0.110
C  0.230  -2.208  -0.444  -0.082
C  11.517  -5.710  -0.718  -0.226
C  -4.511  2.991  -0.243  -0.216
H  12.967  -9.500  -1.446  0.069
H  11.914  -8.502  -0.441  0.065
H  -5.990  2.248  -1.652  0.104
H  -6.049  5.030  -1.470  0.066
H  -6.143  7.094  4.708  0.077
H  -8.109  7.163  2.355  0.092
H  -9.772  5.815  3.110  0.094
H  -4.565  0.218  0.153  0.038
H  -11.056  5.672  4.295  0.105
H  -9.079  6.503  5.419  0.099
H  -9.215  9.002  3.651  0.100
H  9.293  -5.076  -3.331  0.054
H  11.426  -6.345  0.169  0.100
H  -7.010  8.451  2.808  0.106
H  -11.917  6.648  2.205  0.070
H  9.381  -5.687  -0.947  0.092
H  -0.767  -1.963  0.163  0.119
H  -3.048  0.156  -2.270  0.103
H  -7.352  3.300  -0.173  0.099
H  -10.774  7.990  2.308  0.066
H  10.257  -3.890  -2.434  0.081
H  -5.652  2.721  1.575  0.103
H  -6.213  0.821  0.419  0.073
H  -7.385  4.376  1.210  0.095
H  10.166  -6.912  -1.923  0.102
H  0.112  -3.357  -0.742  0.142
H  -7.236  5.766  4.269  0.067
H  -7.591  5.655  -0.883  0.071
H  11.557  -4.679  -0.345  0.110
H  11.055  -5.108  -3.450  0.068
H  12.158  -7.583  -2.780  0.098
H  12.994  -5.282  -2.239  0.099
H  -8.129  8.727  4.995  0.110
H  -4.922  4.302  1.409  0.106
H  13.660  -5.865  -0.729  0.109
H  -0.948  -0.843  -3.556  0.174
H  -5.954  6.255  3.158  0.059
H  -6.090  6.092  -0.049  0.073
H  -12.054  7.821  3.526  0.076
H  -5.848  -0.138  -1.017  0.046
H  -10.319  7.737  5.439  0.109
H  -4.369  1.624  -1.895  0.081
H  1.290  -0.533  -1.686  0.148
H  0.854  -2.102  -2.631  0.131
H  13.675  -8.406  -0.245  0.075
H  -3.599  2.613  0.237  0.105
H  -4.192  3.817  -0.885  0.105
H  13.895  -7.510  -2.559  0.104

=====

# 2
Formula: C27H48N3O6
Source: the Open Molecules 2025 dataset
Level of theory: ωB97M-V with the def2-TZVPD basis set

Kohn-Sham gap: 5.9742 eV
Total charge: -1
HOMO: -4.05 eV

Last column: Löwdin charge in e.
Positions of all 84 atoms, in Å:
O  4.705  -1.057  -3.681  -0.094
O  -6.271  -0.663  1.885  -0.213
O  8.533  -1.150  0.293  -0.239
O  -4.966  1.272  -2.066  -0.214
O  6.262  0.610  -4.063  -0.244
O  3.379  -0.860  -0.329  -0.175
N  -6.441  3.625  -1.280  0.036
N  -8.190  -0.968  4.022  0.035
N  7.769  -1.167  -2.074  0.003
C  -7.103  2.564  -2.051  -0.428
C  6.370  -0.658  -1.728  -0.322
C  -7.469  -1.404  1.678  -0.205
C  -1.279  1.249  -0.114  -0.079
C  5.147  -0.940  1.566  -0.050
C  9.148  -0.227  1.232  -0.140
C  0.032  0.736  0.603  -0.035
C  -5.234  0.153  -1.235  -0.103
C  0.439  -1.071  -1.424  -0.004
C  4.570  -1.563  0.154  -0.314
C  5.719  -0.414  -3.221  -0.489
C  4.498  2.363  0.180  -0.195
C  5.686  -1.869  -0.943  -0.074
C  6.552  3.202  2.050  0.028
C  -8.098  -1.983  2.964  -0.429
C  5.045  1.679  -1.206  -0.168
C  8.793  -0.778  -1.085  -0.274
C  5.671  3.018  1.074  -0.108
C  -5.114  -1.463  2.068  -0.101
C  2.303  -0.923  0.652  -0.190
C  0.920  -0.420  -0.062  -0.101
C  6.369  0.787  -1.027  -0.131
C  -6.080  1.712  -2.834  -0.198
C  -1.712  0.607  -1.499  -0.086
C  -7.364  -3.204  3.513  -0.077
C  -7.991  1.751  -1.113  -0.078
C  -0.870  -0.557  -2.139  -0.066
H  -8.346  0.838  -1.598  0.077
H  5.283  2.588  -1.899  0.123
H  4.949  -1.697  2.435  0.083
H  0.327  1.213  1.609  0.083
H  9.782  -1.328  -1.390  0.134
H  -5.135  -2.368  1.455  0.096
H  10.300  -0.343  1.313  0.093
H  -7.483  1.472  -0.188  0.058
H  3.785  1.678  0.764  0.079
H  4.622  0.033  1.875  0.057
H  -7.763  3.038  -2.787  0.132
H  7.212  1.400  -1.560  0.125
H  8.047  -0.855  -3.018  0.114
H  4.138  1.163  -1.676  0.116
H  9.087  0.357  -1.097  0.121
H  5.202  -2.596  -1.721  0.132
H  -7.265  -0.543  4.117  0.071
H  -8.775  -0.202  3.691  0.071
H  -4.990  -1.711  3.123  0.074
H  1.044  -1.923  -1.902  0.105
H  8.942  0.888  0.993  0.088
H  -2.650  0.997  -2.045  0.068
H  -5.607  0.486  -0.265  0.066
H  -9.114  -2.306  2.713  0.133
H  -4.290  -0.368  -1.051  0.075
H  -8.001  -3.740  4.222  0.075
H  4.159  -2.612  0.484  0.133
H  3.845  3.264  -0.176  0.109
H  6.496  -2.531  -0.421  0.128
H  8.653  -0.425  2.269  0.099
H  -6.452  -2.941  4.051  0.064
H  -8.869  2.337  -0.823  0.076
H  -5.930  -0.552  -1.700  0.096
H  -7.100  -3.899  2.710  0.078
H  -5.699  3.186  -0.733  0.071
H  2.508  -0.122  1.477  0.108
H  2.174  -1.956  1.143  0.131
H  -7.318  -2.181  0.920  0.120
H  -6.563  0.866  -3.337  0.118
H  -8.185  -0.691  1.249  0.115
H  -1.926  2.093  0.316  0.076
H  6.751  0.708  0.075  0.089
H  6.299  -0.817  1.536  0.062
H  -1.205  -1.012  -3.137  0.082
H  -5.659  2.342  -3.627  0.122
H  -4.242  -0.871  1.775  0.089
H  7.175  3.422  3.002  0.035
H  -5.938  4.233  -1.926  0.072

=====

Question: Which of these has the lowest HOMO?
Answer: C27H48F13IO3S